Version a
Computed, not measured: a cluster of 3 separate species, C2H7OS2 in total, with ωB97M-V/def2-TZVPD.

Each line ends with the Mulliken charge.
Element x y z (Å)
C (-0.722, -1.253, -1.021)  0.11
O (-0.772, -2.333, -1.543)  -0.48
H (-1.504, -0.503, -1.197)  0.22
H (-2.404, -3.290, 0.958)  -0.08
H (0.064, -0.870, -0.355)  0.10
C (1.831, 1.736, 0.570)  -0.85
S (0.934, 1.608, -0.998)  -0.22
S (-0.782, 2.673, -0.576)  -0.69
H (1.139, 1.677, 1.406)  0.27
H (2.453, 0.839, 0.649)  0.25
H (2.511, 2.586, 0.618)  0.30
H (-2.746, -2.869, 1.490)  0.08

**Kohn-Sham gap**: 6.07 eV
**E_HOMO**: -2.36 eV
**Net charge**: -1
**Multiplicity**: 1



Version b
Computed, not measured: a cluster of 3 separate species, C2H7OS2 in total, with ωB97M-V/def2-TZVPD.

Each line ends with the Mulliken charge.
Element x y z (Å)
C (1.428, 0.971, -0.085)  -0.02
O (2.039, 1.079, 0.949)  -0.45
H (1.975, 0.606, -0.975)  0.19
H (0.607, 2.924, 4.510)  0.04
H (0.367, 1.237, -0.186)  0.25
C (-0.755, -1.393, -1.836)  -0.75
S (-1.292, -0.964, -0.198)  -0.21
S (-2.800, -2.308, 0.234)  -0.70
H (-0.472, -2.450, -1.877)  0.26
H (-1.445, -1.234, -2.674)  0.28
H (0.141, -0.810, -2.090)  0.16
H (0.208, 2.343, 4.227)  -0.04

**Kohn-Sham gap**: 5.79 eV
**E_HOMO**: -2.25 eV
**Net charge**: -1
**Multiplicity**: 1



Version c
Computed, not measured: a cluster of 2 separate species, C2H7OS2 in total, with ωB97M-V/def2-TZVPD.

Each line ends with the Mulliken charge.
Element x y z (Å)
C (-0.528, 0.696, -0.739)  -0.15
O (-0.093, -0.543, -1.071)  -0.78
C (-1.832, 0.704, 0.073)  -1.01
H (-0.689, 1.353, -1.623)  0.17
H (0.205, 1.250, -0.100)  0.12
H (-2.176, 1.733, 0.274)  0.31
H (-1.690, 0.203, 1.033)  0.24
H (-2.639, 0.179, -0.450)  0.26
S (3.045, -2.302, 0.745)  -0.28
S (2.515, -0.381, 0.152)  -0.41
H (2.711, -2.217, 2.043)  0.10
H (1.171, -0.676, -0.337)  0.44

**Kohn-Sham gap**: 6.81 eV
**E_HOMO**: -3.42 eV
**Net charge**: -1
**Multiplicity**: 1



Energy above the most stable structure, in hartree: version a 0.0249; version b 0.0311; version c 0.0000